Record 1
Formula: C6H6O2
Source: the Open Molecules 2025 dataset
Level of theory: the ωB97M-V functional and the def2-TZVPD basis

```
14
Properties=species:S:1:pos:R:3:forces:R:3
O 1.617740 -1.339553 -0.308164 -1.436 0.290 2.203
O -1.994977 -1.809414 0.468428 3.917 2.354 -2.156
C 0.229327 -0.825799 -0.705370 -0.388 -1.108 5.277
C 1.932528 -0.052937 0.348028 -0.246 2.210 1.269
C 0.317109 0.276342 0.384796 1.278 1.942 -0.310
C -0.829299 1.364070 -0.093094 0.295 -3.967 0.557
C -1.240152 -0.962588 -0.124885 -4.930 -3.650 0.243
C -1.858357 0.420727 -0.312719 7.151 2.612 0.781
H 0.422485 -0.800552 -1.707085 -0.709 1.369 -2.761
H 2.670109 0.427935 -0.423706 -1.562 -0.150 1.746
H -0.119114 -0.160968 1.417546 1.592 0.853 -2.260
H -0.685841 2.460863 -0.081433 -0.617 -0.894 -0.066
H -2.786985 0.762351 -0.458802 -3.675 0.174 -0.704
H 2.325423 0.239527 1.596457 -0.669 -2.035 -3.818
```
Positions in Å, forces in eV/Å.

Values from the calculation:
LUMO (eV): -0.008
Kohn-Sham gap (eV): 9.4245
E (Ha): -382.44120

Here are the Mulliken charges for atoms 1 to 5, given in e: -0.393 -0.590 -0.119 -0.350 0.113

=====

Record 2
Formula: C4H5FS2
Source: the Open Molecules 2025 dataset
Level of theory: the ωB97M-V functional and the def2-TZVPD basis

```
12
Properties=species:S:1:pos:R:3:forces:R:3
S 0.663943 2.155058 -0.500428 0.233 0.067 -0.084
S -2.726417 0.231431 -0.135993 0.666 0.165 0.161
F 1.786320 -0.834824 0.292081 -0.280 0.236 0.061
C -1.106826 0.075654 0.045067 0.135 -0.060 0.198
C 0.817561 -1.510329 -0.332386 -0.839 -0.566 -0.275
C -0.252921 1.178183 0.724999 -1.124 -0.222 -0.042
C -0.471220 -1.156976 -0.466097 0.879 0.753 0.328
H -1.112439 -1.829651 -1.030914 0.210 0.059 0.216
H 1.182456 -2.457585 -0.707332 0.090 0.036 -0.078
H 0.394944 0.828856 1.534722 -0.071 -0.174 -0.359
H 1.806479 1.439781 -0.598975 -0.381 0.000 0.180
H -0.981878 1.880404 1.175260 0.482 -0.295 -0.306
```
Positions in Å, forces in eV/Å.

Values from the calculation:
LUMO (eV): -0.830
Kohn-Sham gap (eV): 8.0117
E (Ha): -1051.60484
SMILES string: F/C=C\C(=S)CS

Here are the Mulliken charges for atoms 1 to 5, given in e: -0.148 -0.251 -0.229 0.452 -0.188

=====

Record 3
Formula: C20H36BIN7O5
Source: the Open Molecules 2025 dataset
Level of theory: the ωB97M-V functional and the def2-TZVPD basis

```
70
Properties=species:S:1:pos:R:3:forces:R:3
I 2.867456 3.878326 1.707461 -0.196 -1.030 0.122
O 3.923790 4.336386 5.222483 0.274 -3.695 0.551
O 3.128958 6.193897 5.182812 -2.323 2.569 0.346
O 5.154805 5.945135 4.411675 1.986 0.768 -1.022
O -1.601273 1.722519 3.073324 1.768 0.188 1.640
O -2.712579 -1.517277 2.557756 2.382 0.393 -1.837
N -4.864894 -2.832510 -3.054094 3.507 -0.207 -0.071
N -2.525484 -4.017278 -3.716894 -1.166 1.678 1.039
N 2.088383 -0.994608 -3.545331 -4.263 3.856 -0.164
N -3.351629 -1.903482 -4.769113 -0.848 -4.146 3.250
N 0.335489 0.434451 -1.324197 0.807 -0.013 1.626
N 2.456600 2.060947 -1.288956 -2.664 -1.645 -0.361
N -1.147487 -3.435519 1.717896 -0.622 2.640 1.609
C -0.461896 -0.893781 1.029646 2.700 3.391 -3.102
C -1.834912 -1.344064 -1.405964 1.213 0.858 -0.970
C -0.604964 -0.549769 -0.599668 0.280 -1.253 3.895
C 4.126393 5.515671 4.911262 -0.016 0.151 0.010
C 4.428243 1.098506 1.106730 1.077 -0.418 -0.164
C 1.049240 -0.391295 3.477919 0.225 0.461 -0.220
C 1.780133 0.897222 1.051622 -2.904 -1.221 -2.741
C 1.080920 -0.110319 -3.826414 2.506 -2.010 -0.781
C 1.487746 1.111959 -0.552444 1.100 -0.362 3.951
C 0.733621 0.098899 -5.449212 0.434 0.284 0.948
C -4.534462 -1.450614 -0.803212 -0.736 0.485 -0.788
C 0.767930 -0.141582 1.876905 0.073 0.410 -2.182
C -4.639004 -2.917122 -1.560759 -1.145 -0.384 2.059
C 3.056972 1.682318 1.789532 -0.346 -2.357 -0.460
C -1.170347 1.023020 4.328042 -0.072 0.433 0.755
C 0.458393 0.854971 4.420824 -0.571 0.119 0.287
C 5.619965 2.203946 0.886710 0.913 -0.534 0.502
C 0.217134 0.795752 -2.783152 -1.198 -0.184 -0.724
C -3.578691 -2.936324 -3.850401 1.579 4.119 -2.732
C -3.255158 -0.537598 -1.267107 0.432 0.827 0.652
B -1.502504 -1.939243 1.824781 -0.336 -0.507 -0.176
H 0.942893 1.884644 4.097423 -0.832 -2.129 0.616
H 2.224170 -0.432602 3.684271 -2.485 0.117 -0.604
H 5.789834 2.788744 1.908794 -0.493 -0.970 -2.401
H -2.867486 -0.527220 2.495949 0.599 -1.624 -0.055
H 2.858497 1.563085 -2.138663 -0.737 0.723 1.295
H -0.929077 0.679990 -3.096314 2.458 0.170 0.649
H 1.253565 1.095692 -5.850696 -1.309 -2.066 1.026
H 4.222277 0.509853 0.093815 0.210 1.509 2.192
H -3.747098 -3.627187 -1.241281 -1.803 1.546 -0.988
H -5.616514 -3.433016 -1.109627 2.133 1.039 -0.874
H -1.565930 -1.341925 -2.568946 -0.483 -0.125 2.508
H -0.434831 0.162525 -5.582642 2.390 -0.116 0.101
H -5.509171 -0.852187 -1.145375 1.966 -1.244 0.745
H -1.693082 -4.002188 2.403587 0.870 0.474 -0.803
H -2.259923 -4.207335 -2.725530 -0.678 0.126 -1.025
H 0.473002 1.936393 -3.025175 -0.442 -2.510 0.825
H -0.993883 2.535149 3.046349 -1.302 -1.744 -0.128
H -1.617726 -3.750134 -4.185587 -1.796 0.027 0.514
H -1.616438 1.692075 5.207599 1.319 -1.473 -1.552
H -3.082196 0.309425 -0.444780 -0.465 -1.882 -1.713
H -2.450284 -2.054266 -5.272531 -0.860 -0.193 0.557
H 6.651874 1.640447 0.688030 -2.248 0.976 0.373
H -5.348087 -1.923032 -3.274604 1.142 -1.279 -0.087
H -1.691529 -0.029027 4.442784 0.979 2.122 -0.700
H -4.641013 -1.538358 0.382556 0.580 -0.083 -2.666
H -1.891815 -2.490451 -1.111049 0.234 2.614 -0.123
H 3.115794 1.416259 2.951187 -0.493 0.733 -2.726
H 4.862385 0.278521 1.853347 -0.982 1.731 -1.478
H -0.115613 -3.562215 1.816030 -1.352 -0.049 -0.265
H -3.428809 0.057539 -2.281704 0.064 -1.526 2.062
H 1.215995 -0.782025 -6.050357 -1.102 1.614 1.318
H 0.643175 -1.440460 3.875266 0.553 2.295 -1.037
H 1.882743 2.881641 -1.650111 1.068 -1.271 0.652
H 2.203333 -0.983258 -2.509346 -0.138 -0.096 -0.541
H 0.714262 0.686695 5.572924 -0.378 0.231 -2.499
H 5.469818 2.916666 -0.036057 -0.040 -1.331 2.085
```
Positions in Å, forces in eV/Å.

Values from the calculation:
LUMO (eV): 0.050
Kohn-Sham gap (eV): 1.8431
E (Ha): -1865.16774
Total charge: -1

Here are the Mulliken charges for atoms 1 to 5, given in e: 0.032 -0.518 -0.548 -0.611 -0.504

=====

Record 4
Formula: C6H2F4O3S
Source: the Open Molecules 2025 dataset
Level of theory: the ωB97M-V functional and the def2-TZVPD basis

```
16
Properties=species:S:1:pos:R:3:forces:R:3
S -1.995478 1.283339 -0.656016 0.141 2.355 -0.572
F 0.254989 -1.760535 -1.056331 0.970 -0.726 -1.125
F -4.038181 -1.856499 0.550769 0.295 1.611 0.240
F -4.659729 1.088193 0.451900 1.027 -0.553 -0.614
F -0.448885 -0.256666 2.058089 -0.859 0.061 0.641
O -2.058007 -2.626875 -0.490610 0.775 -1.742 -0.503
O -2.052277 1.042980 -2.069408 0.008 -0.955 -0.042
O -2.080890 2.659907 -0.267508 0.145 -0.132 0.897
C -3.197652 -0.832175 0.216693 -1.531 -1.815 0.265
C 0.191381 -0.397075 0.898802 -3.394 2.230 -2.276
C -0.088125 0.534178 -0.310188 -3.273 0.453 0.720
C -1.907711 -1.487269 -0.241999 0.211 1.504 -0.273
C -3.587330 0.420406 0.076087 2.707 0.562 0.278
C -0.459974 -0.881424 -0.379804 -0.710 -1.405 1.767
H 0.556472 1.150513 -0.950499 -0.285 -0.448 0.344
H 1.166080 -0.558077 1.038428 3.775 -1.000 0.250
```
Positions in Å, forces in eV/Å.

Values from the calculation:
LUMO (eV): -1.564
Kohn-Sham gap (eV): 9.2226
E (Ha): -1252.99165
SMILES string: O=C1C(F)=C(F)S(=O)(=O)[C@H]2[C@@H](F)[C@@]12F

Here are the Mulliken charges for atoms 1 to 5, given in e: 1.015 -0.338 -0.251 -0.225 -0.274